Molecular formula: C34H46BCl5DyN7S
Method: DFT, ωB97M-V with the def2-TZVPD basis set

Structure (XYZ):
```
95
Properties=species:S:1:pos:R:3:lowdin_charge:R:1
Dy -1.132 -1.058 -1.032 1.3822
C -1.456 -4.270 2.434 -0.0504
C -2.260 -3.028 2.032 -0.3879
C -3.572 -2.981 2.815 -0.0683
C -1.436 -1.796 2.262 -0.2791
C -1.153 -1.185 3.479 0.0525
C -0.321 -0.119 3.188 -0.1820
C 0.191 0.854 4.217 -0.3421
C 0.107 2.333 3.840 -0.0523
C 1.594 0.488 4.702 -0.0468
N -0.097 -0.119 1.862 0.0615
N -0.803 -1.138 1.285 -0.0472
B 0.894 0.725 1.018 -0.4916
N 1.761 -0.147 0.072 0.0633
N 1.222 -0.785 -1.008 -0.0403
C 2.228 -1.275 -1.731 -0.2591
C 3.438 -0.949 -1.126 0.0533
C 3.105 -0.244 0.019 -0.1878
C 4.028 0.263 1.086 -0.3621
C 4.144 -0.795 2.188 -0.0457
C 5.400 0.613 0.517 -0.0645
C 1.987 -2.049 -2.997 -0.3682
C 3.299 -2.531 -3.605 -0.0675
C 1.198 -1.222 -4.016 -0.0614
N 0.146 1.766 0.131 0.0557
N -0.772 1.372 -0.807 0.0036
C -1.099 2.465 -1.508 -0.2564
C -0.383 3.561 -1.040 0.0468
C 0.410 3.078 -0.013 -0.1924
C 1.470 3.831 0.734 -0.3662
C 0.936 5.160 1.260 -0.0545
C 2.685 4.036 -0.174 -0.0411
C -2.070 2.481 -2.655 -0.3551
C -1.740 1.421 -3.698 -0.0656
C -3.520 2.382 -2.181 -0.0446
H -2.021 -5.172 2.198 0.0857
H -1.270 -4.259 3.510 0.0851
H -0.497 -4.314 1.921 0.0463
H -2.484 -3.103 0.960 0.0849
H -3.375 -2.980 3.887 0.0774
H -4.167 -3.866 2.591 0.0847
H -4.168 -2.101 2.577 0.0513
H -1.521 -1.457 4.452 0.1213
H -0.499 0.705 5.054 0.1347
H 0.986 2.652 3.287 0.0503
H 0.059 2.933 4.748 0.0850
H -0.776 2.555 3.240 0.0918
H 2.323 0.631 3.903 0.0580
H 1.646 -0.550 5.029 0.0880
H 1.883 1.129 5.536 0.0838
H 1.613 1.284 1.774 0.0998
H 4.425 -1.210 -1.459 0.1115
H 3.597 1.169 1.518 0.1133
H 4.586 -1.707 1.784 0.0914
H 3.165 -1.060 2.587 0.0719
H 4.773 -0.438 3.005 0.0836
H 5.910 -0.278 0.148 0.0786
H 6.026 1.051 1.295 0.0812
H 5.325 1.325 -0.305 0.0797
H 1.390 -2.932 -2.739 0.0924
H 3.933 -1.689 -3.888 0.0847
H 3.102 -3.118 -4.502 0.0826
H 3.851 -3.158 -2.906 0.0854
H 1.783 -0.363 -4.352 0.0933
H 0.258 -0.828 -3.614 0.0204
H 0.937 -1.828 -4.884 0.0830
H -0.423 4.566 -1.418 0.1181
H 1.789 3.229 1.581 0.0895
H 0.614 5.805 0.441 0.0779
H 1.714 5.687 1.812 0.0824
H 0.085 5.010 1.925 0.0796
H 2.420 4.640 -1.043 0.0850
H 3.070 3.081 -0.536 0.0765
H 3.482 4.547 0.367 0.0829
H -1.936 3.460 -3.126 0.1369
H -1.890 0.410 -3.304 0.0004
H -0.713 1.512 -4.052 0.0873
H -2.412 1.500 -4.553 0.0930
H -3.709 1.420 -1.704 0.0307
H -4.203 2.477 -3.026 0.0868
H -3.751 3.166 -1.461 0.0872
Cl -2.386 -2.123 -4.590 0.6750
C -3.643 -1.872 -3.404 -0.7062
C -3.282 -1.332 -2.182 -0.3898
C -4.318 -1.169 -1.288 -0.6888
Cl -3.873 -0.450 0.264 0.7140
C -5.644 -1.503 -1.527 -0.7026
Cl -6.859 -1.265 -0.331 0.6913
C -5.959 -2.038 -2.775 -0.6987
Cl -7.584 -2.466 -3.137 0.6898
C -4.953 -2.222 -3.727 -0.6987
Cl -5.348 -2.878 -5.268 0.6861
S -1.033 -3.746 -1.540 0.5155
C 0.299 -3.803 -0.505 -0.9094
N 1.219 -3.808 0.198 0.0885
```

Its spin multiplicity is 6. Its total charge is 0. The HOMO energy (alpha / beta) comes out at -0.3187 / -0.3192 hartree. The expectation value of S² is 9.336. Its HOMO-LUMO gap (alpha / beta) is 9.01 / 9.11 eV.